# 1
# C4H5N

The molecule C4H5N at a distorted geometry (ωB97M-V/def2-TZVPD, the Open Molecules 2025 dataset).

Summary:
Molecular weight = 67.09 g mol⁻¹
Net charge = 0
Energy above the lowest of the compared OMol25 structures with the same formula, charge and spin = 69.8 kcal/mol
Multiplicity = 1
Maximum force = 5.12 eV/A

Each atom is followed by the atoms it is bonded to, with distances in Å.
Atoms and positions in Å:
1 C -0.753 -1.130 -0.622  C4 1.302, N5 1.372, H6 1.021
2 C 0.953 0.047 0.314  C3 1.292, N5 1.184
3 C 1.759 0.939 0.785  C2 1.292, H7 1.140, H8 1.040
4 C -1.642 -0.178 -0.633  C1 1.302, H9 0.993, H10 1.197
5 N 0.324 -0.952 0.208  C1 1.372, C2 1.184
6 H -0.806 -2.056 -1.047  C1 1.021
7 H 2.870 1.082 0.575  C3 1.140
8 H 1.276 1.694 1.312  C3 1.040
9 H -2.597 -0.247 -0.898  C4 0.993
10 H -1.384 0.801 0.006  C4 1.197

***

# 2
# C4H11N4O

The ion C4H11N4O with charge +1 at a distorted geometry (ωB97M-V/def2-TZVPD, the Open Molecules 2025 dataset).

Summary:
Molecular weight = 131.16 g mol⁻¹
Net charge = +1
Energy above the lowest of the compared OMol25 structures with the same formula, charge and spin = 102.6 kcal/mol
Multiplicity = 1
Maximum force = 5.43 eV/A

Each atom is followed by the atoms it is bonded to, with distances in Å.
Atoms and positions in Å:
1 C -1.281 -1.790 0.727  N5 1.292, N7 1.280, O9 1.375
2 C 1.021 2.308 -1.851  C3 1.575, H10 1.156, H11 1.065, H12 1.112
3 C 0.774 0.894 -1.204  C2 1.575, C4 1.578, H13 1.069, H14 1.122
4 C 0.352 0.907 0.316  C3 1.578, N8 1.428, H15 1.196, H16 1.066
5 N -0.546 -1.079 -0.063  C1 1.292, N8 1.377
6 N 0.130 -0.753 2.145  N8 1.520, O9 1.411, H17 1.022
7 N -2.312 -2.528 0.554  C1 1.280, H18 1.018, H19 1.008
8 N 0.438 -0.470 0.684  C4 1.428, N5 1.377, N6 1.520, H20 1.005
9 O -0.829 -1.781 2.026  C1 1.375, N6 1.411
10 H 0.138 3.051 -1.787  C2 1.156
11 H 1.878 2.678 -1.338  C2 1.065
12 H 1.365 2.193 -2.902  C2 1.112
13 H 1.642 0.296 -1.388  C3 1.069
14 H -0.094 0.470 -1.775  C3 1.122
15 H 1.180 1.541 0.900  C4 1.196
16 H -0.548 1.324 0.707  C4 1.066
17 H 0.867 -1.189 2.701  N6 1.022
18 H -2.831 -2.416 -0.315  N7 1.018
19 H -2.747 -2.969 1.349  N7 1.008
20 H 1.404 -0.687 0.514  N8 1.005

***

# 3
# C3H11N2O

A cluster of 2 separate species, C3H11N2O in total at a distorted geometry (ωB97M-V/def2-TZVPD, the Open Molecules 2025 dataset).

Summary:
Molecular weight = 91.13 g mol⁻¹
Net charge = +1
Energy above the lowest of the compared OMol25 structures with the same formula, charge and spin = 145.7 kcal/mol
Multiplicity = 1
Maximum force = 7.75 eV/A

Each atom is followed by the atoms it is bonded to, with distances in Å.
Atoms and positions in Å:
1 N 0.877 1.537 -1.088  C2 1.447, H4 1.017, H5 1.027
2 C 0.129 1.826 0.117  N1 1.447, O3 1.424, H6 1.086, H7 1.111
3 O -0.051 3.231 0.257  C2 1.424, H8 0.968
4 H 1.854 1.771 -0.931  N1 1.017
5 H 0.862 0.516 -1.193  N1 1.027
6 H -0.854 1.366 0.069  C2 1.086
7 H 0.636 1.468 1.039  C2 1.111
8 H -0.049 3.577 -0.647  O3 0.968
9 C -1.367 -2.767 0.582  N11 1.435, H12 1.116, H13 1.090, H14 1.095
10 C 0.513 -1.449 -0.388  N11 1.462, H15 1.103, H16 1.094
11 N 0.030 -2.440 0.572  C9 1.435, C10 1.462, H17 1.016
12 H -2.032 -1.988 1.025  C9 1.116
13 H -1.550 -3.723 1.071  C9 1.090
14 H -1.719 -2.875 -0.449  C9 1.095
15 H -0.451 -1.097 -0.791  C10 1.103
16 H 1.134 -2.055 -1.054  C10 1.094
17 H 0.457 -2.448 1.495  N11 1.016